No. 1
The following is a quantum chemistry calculation of a cluster of 7 separate species, C26H37N7PS in total, from OMol25.

Its total charge is +1. As for the total energy: -58104.21265 eV. The energy relative to the best compared isomer or geometry (same formula, charge and spin) comes out at 0.0 kcal/mol.

XYZ file:
```
72
Properties=species:S:1:pos:R:3:forces:R:3:mulliken_charge:R:1
C -4.175286 -1.379649 -2.375801 0.069 0.230 0.120 -0.4096
C -3.600657 -0.753344 -1.327690 -0.233 -0.017 0.123 -0.5454
S -2.480271 0.551378 -1.728820 -1.124 1.130 -0.540 0.0285
P -0.821185 -0.486183 -2.847546 0.901 -0.302 0.068 0.2491
N 0.531609 0.147742 -2.506238 -0.267 -0.429 -0.635 -0.5376
H -4.204689 -2.462317 -2.440421 -1.371 -0.040 0.715 0.3168
H -4.641701 -0.794888 -3.167709 1.216 -0.073 -0.786 0.3709
H -3.808747 -0.927087 -0.277129 1.136 -1.032 0.069 0.5147
H -1.877958 0.904265 -0.574065 0.060 -0.251 0.061 0.3133
H -1.045453 -1.800945 -2.416861 -0.306 0.138 0.258 0.1499
H -1.362192 -0.431089 -4.143845 -0.292 0.069 0.112 0.1627
H 0.984569 0.584450 -3.304392 0.178 0.381 0.280 0.2713
N 1.981193 0.724140 1.313310 -0.056 -0.017 0.047 -0.0054
C 2.643553 1.469739 2.249008 -0.052 0.025 -0.073 -0.5889
C 2.791464 2.734091 1.742643 -0.007 0.004 0.022 -0.3175
C 2.196158 2.749794 0.453741 -0.060 0.022 -0.008 -0.6133
C 1.702703 1.493883 0.212612 -0.047 0.075 0.170 -0.2854
H 1.745899 -0.244634 1.421191 0.064 -0.024 -0.014 0.1944
H 2.954220 1.040203 3.186151 0.042 0.011 -0.008 0.4751
H 3.274033 3.560088 2.237285 -0.022 0.010 0.006 0.4997
H 2.140597 3.589215 -0.219549 0.012 0.000 -0.001 0.3920
H 1.192128 1.088177 -0.641919 0.149 -0.018 0.055 0.3275
N 6.858176 2.501625 4.286445 0.004 -0.047 0.012 0.0045
C 6.067401 1.920649 3.333194 0.034 0.040 0.030 -0.3479
C 6.494348 0.630135 3.165060 -0.023 -0.016 0.025 -0.3331
C 7.583770 0.424389 4.055827 -0.018 0.003 -0.009 -0.5851
C 7.782501 1.597732 4.732387 -0.002 -0.005 0.016 -0.4252
H 6.774658 3.447512 4.609650 0.000 0.004 0.005 0.2063
H 5.276543 2.468889 2.854007 0.023 0.001 -0.041 0.2526
H 6.074412 -0.085938 2.478077 0.006 0.004 -0.008 0.4117
H 8.155981 -0.479215 4.182252 0.002 0.001 -0.001 0.4028
H 8.497966 1.864434 5.490688 0.004 -0.019 0.003 0.3992
N -4.723162 -3.561281 -5.529811 -0.049 -0.022 0.105 0.0473
C -5.805553 -4.079727 -6.197171 -0.020 0.029 0.053 -0.8184
C -5.743403 -5.442789 -6.094078 -0.010 -0.013 0.018 -0.1720
C -4.579939 -5.763063 -5.342358 -0.013 -0.013 0.037 -0.5911
C -3.973794 -4.585634 -5.002922 0.016 0.126 -0.062 -0.3656
H -4.517963 -2.583358 -5.454087 0.056 0.005 -0.105 0.1614
H -6.518380 -3.439137 -6.687692 0.014 -0.005 -0.027 0.3847
H -6.449447 -6.136984 -6.517241 0.002 -0.001 -0.004 0.4199
H -4.230646 -6.747962 -5.081609 0.002 0.000 -0.003 0.4977
H -3.077145 -4.391677 -4.438343 0.022 -0.025 -0.027 0.3777
N -5.970252 1.870160 -0.994511 0.028 0.074 0.016 0.1243
C -6.390933 2.439131 -2.171561 0.020 -0.023 0.013 -0.2451
C -7.286481 3.423116 -1.859415 -0.001 0.007 0.003 -0.5875
C -7.412623 3.451448 -0.443010 0.003 0.013 -0.005 -0.4707
C -6.590386 2.484746 0.063987 -0.003 0.015 -0.034 -0.4967
H -5.322950 1.112524 -0.917917 -0.090 -0.097 0.022 0.2086
H -6.021869 2.098898 -3.124870 -0.012 0.003 -0.006 0.3354
H -7.798386 4.054743 -2.565384 -0.001 0.001 0.001 0.3912
H -8.038999 4.109342 0.134878 -0.001 0.001 -0.002 0.3985
H -6.395243 2.183803 1.078962 -0.017 -0.007 0.001 0.3617
N 12.607729 3.411461 6.425952 -0.005 0.002 -0.013 -0.0030
C 11.365708 2.928685 6.120583 -0.007 -0.003 0.016 -0.4927
C 10.627842 3.965726 5.614861 0.012 0.025 0.011 0.2614
C 11.459890 5.118458 5.613546 -0.006 -0.006 0.008 -0.8595
C 12.675113 4.742472 6.119255 0.003 -0.005 0.009 -0.4538
H 13.356726 2.871028 6.816744 0.006 -0.004 -0.003 0.1801
H 11.115110 1.894875 6.286940 0.000 -0.001 -0.007 0.3598
H 9.606278 3.907146 5.280263 0.012 0.011 -0.040 0.2664
H 11.196673 6.107821 5.279337 0.001 0.000 -0.001 0.3704
H 13.576586 5.306641 6.284760 -0.004 0.006 0.001 0.3751
N -6.531533 -4.329715 -2.727524 0.100 -0.012 0.127 0.1525
C -6.914015 -3.475716 -1.726186 0.052 0.182 -0.098 -0.7307
C -6.970201 -4.186934 -0.556132 0.104 0.006 0.016 -0.5353
C -6.605208 -5.525543 -0.862337 0.021 0.010 0.016 -0.6137
C -6.341721 -5.579485 -2.205141 0.010 -0.003 -0.031 -0.2782
H -6.411372 -4.091944 -3.698392 -0.087 -0.092 -0.040 0.2579
H -7.123637 -2.436881 -1.925146 -0.118 -0.029 -0.027 0.6004
H -7.247074 -3.794723 0.408294 -0.032 -0.007 -0.005 0.4395
H -6.549071 -6.353717 -0.176337 -0.014 -0.003 -0.002 0.4217
H -6.039240 -6.398522 -2.833638 -0.017 -0.003 -0.003 0.3717
```
Positions in Å, forces in eV/Å.

No. 2
The following is a quantum chemistry calculation of a structure of composition C9H9IO, from OMol25.

As for the total energy: -19622.39910 eV. The energy relative to the best compared isomer or geometry (same formula, charge and spin) comes out at 74.5 kcal/mol.

XYZ file:
```
20
Properties=species:S:1:pos:R:3:forces:R:3:mulliken_charge:R:1
C -2.127106 0.704706 -0.675049 2.229 2.641 -0.212 -0.5477
C -1.102977 1.460121 -1.175169 -1.028 -2.905 0.672 -0.4397
C -1.976038 0.313669 0.700679 1.829 -1.896 -0.485 -0.6693
C 0.184872 1.594393 -0.432226 -1.591 2.951 0.472 -0.7457
C -0.745053 0.115671 1.266678 -0.933 0.629 1.038 -0.4733
C 0.490077 0.607572 0.615052 -1.100 -0.217 0.370 1.1592
C 1.158638 -2.787091 -0.589068 0.634 -0.229 -0.162 -0.4447
C 0.518632 -2.281263 -1.469803 -0.191 -0.570 0.688 -0.3734
C 1.716342 0.212844 0.931577 0.878 0.397 -1.317 -0.1958
O 2.141792 -0.673332 1.817756 -0.254 -1.152 1.527 -0.5232
I 3.497566 0.693933 -0.132897 -0.596 0.296 0.020 0.0076
H -3.071246 0.602206 -1.149611 -0.544 -0.117 -0.494 0.4775
H -1.101373 1.828792 -2.157822 -0.236 0.664 -1.169 0.4388
H -2.820916 -0.227553 1.026016 -0.839 -0.148 1.387 0.3625
H -0.015826 2.656680 -0.010218 0.686 -1.228 0.204 0.2651
H -0.742480 -0.258951 2.314809 0.241 0.001 -0.904 0.1673
H 1.854129 -3.277894 0.075430 -0.434 0.400 -0.224 0.4099
H 0.953617 1.801004 -1.116126 1.287 -0.140 -0.880 0.3822
H -0.233383 -1.988766 -2.153235 -0.004 0.384 -0.291 0.4260
H 1.420733 -1.096738 2.313225 -0.031 0.240 -0.239 0.3164
```
Positions in Å, forces in eV/Å.